Record 1
# H6IO3

A cluster of 4 separate species, H6IO3 in total in a non-equilibrium geometry (ωB97M-V with the def2-TZVPD basis set, OMol25).

Each line ends with the Mulliken charge.
Atoms and positions in Å:
I1 0.02723 0.21556 -1.17358  -0.798
O1 3.60081 1.12699 0.17397  -0.642
H1 3.81277 0.68493 0.99609  0.291
H2 2.74780 0.77211 -0.07634  0.277
O2 -0.75575 -3.03378 -0.71141  -0.616
H3 -1.41469 -3.02472 -1.40563  0.305
H4 -0.57007 -2.10967 -0.54470  0.230
O3 -2.61010 1.45708 1.07453  -0.609
H5 -3.09003 2.27858 0.96949  0.282
H6 -1.74798 1.63292 0.69760  0.281

Output
energy = -14343.602 eV
charge = -1
energy relative to the best compared isomer or geometry (same formula, charge and spin) = 0.380 eV

***

Record 2
# C20H41Cl20FO3Si

A cluster of 11 separate species, C20H41Cl20FO3Si in total in a non-equilibrium geometry (ωB97M-V with the def2-TZVPD basis set, OMol25).

Each line ends with the Mulliken charge.
Atoms and positions in Å:
C1 8.11323 0.27585 1.39841  -0.953
Si1 7.16152 1.11482 -0.06846  0.471
C2 7.19558 3.03245 0.21368  -0.894
C3 8.14078 0.69269 -1.65844  -0.947
O1 5.49235 0.65203 -0.09396  -0.306
C4 4.83123 0.99617 -1.33190  -0.440
C5 4.10578 -0.37189 -1.84357  -0.643
C6 2.99778 -0.77179 -0.76997  0.613
O2 3.27071 -1.75119 -0.02210  -0.573
O3 1.76898 -0.09360 -0.56761  -0.190
C7 0.62470 -0.91213 -0.93244  -0.457
C8 -0.67740 -0.64206 -0.03623  -0.159
C9 -0.99330 0.90141 0.22625  -0.390
C10 -1.70918 1.65342 -1.00788  -0.321
F1 -1.43597 0.96662 -2.25183  -0.307
H1 8.06331 -0.87175 1.32105  0.262
H2 7.66918 0.58597 2.41791  0.272
H3 9.19880 0.64067 1.37814  0.282
H4 8.30145 3.32994 0.34438  0.293
H5 6.73768 3.50692 -0.71727  0.256
H6 6.58302 3.33234 1.14296  0.250
H7 9.01465 1.42648 -1.81033  0.331
H8 8.61732 -0.33771 -1.52021  0.266
H9 7.51040 0.69257 -2.61430  0.273
H10 5.50896 1.43857 -2.13267  0.340
H11 3.96161 1.71475 -1.08766  0.262
H12 4.94390 -1.16246 -1.83052  0.243
H13 3.72692 -0.29752 -2.91420  0.347
H14 0.42383 -0.70997 -2.05078  0.174
H15 0.88182 -2.02608 -0.81211  0.332
H16 -0.54379 -1.16330 0.99144  0.049
H17 -1.56463 -1.18749 -0.53188  0.291
H18 -1.68746 1.06553 1.13278  0.133
H19 -0.03314 1.46627 0.46489  0.289
H20 -1.24170 2.69088 -1.09710  0.261
H21 -2.82557 1.73520 -0.78973  0.287
C11 -1.80762 1.94289 -5.56542  0.751
Cl1 -1.05583 3.50278 -5.92520  -0.215
Cl2 -3.56521 2.09581 -5.43887  -0.189
H22 -1.56830 1.24089 -6.36639  -0.218
H23 -1.41662 1.57132 -4.61902  -0.121
C12 -3.75544 6.02886 -6.16395  0.346
Cl3 -3.43624 7.34453 -5.02606  -0.176
Cl4 -3.82913 6.62494 -7.82622  -0.160
H24 -2.95641 5.29372 -6.08674  -0.234
H25 -4.70814 5.56638 -5.91139  0.229
C13 -6.26126 10.23483 -4.40084  0.075
Cl5 -6.25547 11.04341 -5.97292  -0.147
Cl6 -7.89083 9.71101 -3.95889  -0.155
H26 -5.60942 9.36263 -4.44826  -0.024
H27 -5.89519 10.92778 -3.64520  0.258
C14 -1.53355 -2.12456 3.96230  0.395
Cl7 -0.69429 -0.92361 4.95215  -0.255
Cl8 -2.48405 -1.34879 2.68793  -0.174
H28 -0.79464 -2.78664 3.50375  -0.026
H29 -2.20000 -2.70173 4.59692  -0.061
C15 -1.53037 -4.38607 1.05286  0.150
Cl9 -0.81807 -4.75110 2.63113  -0.132
Cl10 -2.58221 -5.69690 0.50419  -0.170
H30 -2.11671 -3.47257 1.13291  0.000
H31 -0.72967 -4.24857 0.32777  0.177
C16 -4.67037 -2.64805 6.47525  -0.282
Cl11 -4.44529 -3.37904 4.88188  -0.115
Cl12 -3.13732 -2.05905 7.13201  -0.126
H32 -5.36079 -1.81082 6.38600  0.286
H33 -5.08190 -3.39526 7.15167  0.303
C17 -2.58616 2.21842 5.67229  0.216
Cl13 -2.58455 3.02749 4.10032  -0.153
Cl14 -4.21485 1.69638 6.12044  -0.157
H34 -1.93490 1.34681 5.62121  -0.202
H35 -2.21736 2.91107 6.42696  0.313
C18 -2.18464 -7.81998 5.10784  -0.001
Cl15 -1.86577 -6.50195 6.24426  -0.137
Cl16 -2.26390 -7.22403 3.44606  -0.090
H36 -1.38195 -8.55250 5.18338  -0.059
H37 -3.13543 -8.28521 5.36326  0.310
C19 -3.70356 -0.19882 -8.19475  0.004
Cl17 -2.03092 -0.54216 -7.73081  -0.202
Cl18 -4.66496 -1.67987 -8.26105  -0.161
H38 -4.14199 0.47512 -7.46181  0.052
H39 -3.70807 0.27026 -9.17722  0.297
C20 1.68176 -7.76647 6.16601  -0.162
Cl19 3.35790 -8.10019 6.61537  -0.163
Cl20 0.72539 -9.25328 6.11304  -0.193
H40 1.24565 -7.09218 6.90106  0.257
H41 1.66527 -7.30055 5.18204  0.245

Output
energy = -288590.113 eV
SMILES string = C[Si](C)(C)OCCC(=O)OCCCCF.ClCCl.ClCCl.ClCCl.ClCCl.ClCCl.ClCCl.ClCCl.ClCCl.ClCCl.ClCCl
charge = 0

***

Record 3
# C14H38Cl6O16P4

A cluster of 6 separate species, C14H38Cl6O16P4 in total in a non-equilibrium geometry (ωB97M-V with the def2-TZVPD basis set, OMol25).

Each line ends with the Mulliken charge.
Atoms and positions in Å:
C1 18.07469 15.52220 14.98729  0.324
Cl1 17.62164 14.09018 15.91094  -0.115
Cl2 19.74850 15.39508 14.59819  -0.104
Cl3 17.60996 17.02601 15.76639  -0.131
H1 17.50096 15.47010 14.06035  0.024
C2 15.40528 12.73718 10.35864  1.155
Cl4 13.65132 12.86285 10.34351  -0.177
Cl5 16.09396 13.43915 11.85421  -0.088
Cl6 16.01138 13.56121 8.92836  -0.189
H2 15.67788 11.68475 10.32658  -0.818
C3 22.86615 15.21941 11.54826  -0.740
O1 22.20123 14.94062 10.35237  -0.234
P1 21.51840 16.13369 9.56126  0.915
O2 21.43638 17.35171 10.32687  -0.677
O3 20.17987 15.50043 9.08594  -0.167
C4 19.00893 15.73783 9.80715  -0.379
O4 22.37136 16.19292 8.25461  -0.338
C5 22.17355 17.30505 7.45828  -0.715
H3 23.85360 15.68827 11.56421  0.320
H4 23.06858 14.26865 12.04369  0.298
H5 22.29590 15.71866 12.34753  0.281
H6 18.20192 15.26590 9.22546  0.000
H7 18.80700 16.80373 9.90434  0.331
H8 19.04695 15.25487 10.79262  0.272
H9 21.26828 17.15416 6.86644  0.279
H10 23.05379 17.30637 6.75266  0.213
H11 22.06263 18.22862 8.00992  0.340
C6 8.93170 18.77618 7.76323  -0.638
O5 9.96832 17.82422 7.73455  -0.313
P2 11.10497 17.84690 8.84417  0.917
O6 11.59240 19.14052 9.26608  -0.716
O7 10.33717 17.10722 9.97992  -0.222
C7 10.82156 17.14343 11.29269  -0.707
O8 12.22107 16.82701 8.36358  -0.187
C8 11.96269 15.51807 7.97134  -0.473
H12 8.37629 18.71231 8.70985  0.259
H13 8.31236 18.62398 6.89116  0.245
H14 9.38721 19.77855 7.64634  0.290
H15 11.73289 16.55070 11.45570  0.262
H16 10.07699 16.80238 11.99845  0.269
H17 11.05557 18.16616 11.60174  0.327
H18 11.19847 14.95921 8.54103  0.273
H19 12.90086 14.99118 8.06845  0.153
H20 11.60501 15.47048 6.95866  0.268
C9 18.61818 8.92883 12.94817  -0.914
O9 17.53082 9.72239 12.50731  0.093
P3 16.27445 9.65393 13.41950  0.606
O10 15.91358 8.36349 14.05280  -0.801
O11 16.43835 10.83303 14.45997  -0.084
C10 15.96826 10.71259 15.79140  -0.842
O12 15.15211 10.17976 12.42199  0.324
C11 13.78621 10.20109 12.86131  -0.980
H21 19.34170 9.03281 12.15864  0.214
H22 18.26407 7.90153 13.17554  0.352
H23 19.08460 9.37871 13.81870  0.340
H24 15.85937 9.66782 16.09630  0.387
H25 14.99408 11.20271 15.93937  0.283
H26 16.68234 11.19725 16.44109  0.207
H27 13.51226 9.25784 13.35946  0.376
H28 13.21735 10.27516 11.93138  0.283
H29 13.48943 11.03674 13.50732  0.262
C12 15.36195 7.45395 10.27572  -0.824
O13 16.51444 8.13200 9.80234  -0.299
P4 16.49854 9.17053 8.62541  1.041
O14 15.25298 9.94439 8.44973  -0.753
O15 16.80288 8.28596 7.34040  -0.395
C13 16.34424 8.79626 6.10048  -0.739
O16 17.76877 10.00373 8.91416  0.155
C14 19.01964 9.40835 8.93861  -0.678
H30 15.15916 6.59742 9.63968  0.355
H31 14.51973 8.12995 10.33961  0.285
H32 15.57845 7.05178 11.26068  0.247
H33 16.46134 8.04735 5.34647  0.241
H34 16.99687 9.65047 5.96460  0.325
H35 15.28980 9.07753 6.13576  0.283
H36 19.77729 10.16697 9.15207  0.206
H37 19.21186 9.09561 7.92383  0.312
H38 19.07018 8.61712 9.68511  0.246

Output
energy = -160192.848 eV
SMILES string = COP(=O)(OC)OC.COP(=O)(OC)OC.COP(=O)(OC)OC.COP(=O)(OC)OC.ClC(Cl)Cl.ClC(Cl)Cl
charge = 0
energy relative to the best compared isomer or geometry (same formula, charge and spin) = 0.000 eV

***

Record 4
# C3H3IO

A structure of composition C3H3IO in a non-equilibrium geometry (ωB97M-V with the def2-TZVPD basis set, OMol25).

Each line ends with the Mulliken charge.
Atoms and positions in Å:
C1 0.44597 0.64567 -0.28575  -0.526
C2 0.90917 -0.58584 -0.51072  -0.174
C3 -0.66488 0.21428 0.60892  -0.076
O1 0.07511 -1.40935 0.16134  -0.451
I1 -2.64564 0.26386 -0.02325  0.139
H1 0.67917 1.64382 -0.58576  0.349
H2 1.74722 -0.99843 -1.04465  0.388
H3 -0.54612 0.22598 1.67987  0.351

Output
energy = -13304.646 eV
charge = 0
energy relative to the best compared isomer or geometry (same formula, charge and spin) = 1.504 eV

***

Record 5
# C17H18BrNO

An isolated molecule of C17H18BrNO (ωB97M-V with the def2-TZVPD basis set, OMol25).

Each line ends with the Mulliken charge.
Atoms and positions in Å:
C1 -6.61889 -0.26196 -1.30655  -1.050
H1 -7.69896 -0.14558 -1.36567  0.347
H2 -6.36187 -1.27856 -1.59606  0.321
H3 -6.15567 0.42136 -2.01491  0.321
C2 -6.12189 0.02751 0.11124  -0.961
C3 -4.63006 -0.13066 0.19165  0.476
C4 -3.78238 0.93625 -0.06977  -0.897
C5 -2.40817 0.79331 -0.03901  -0.487
C6 -1.83437 -0.44385 0.25220  1.100
C7 -2.68719 -1.51773 0.52087  -0.569
C8 -4.05647 -1.36148 0.48638  -0.642
H4 -4.69267 -2.20923 0.69970  0.360
H5 -2.26007 -2.48323 0.75746  0.313
N1 -0.46863 -0.66487 0.22755  -0.170
H6 -0.18906 -1.49178 0.73744  0.205
C9 0.48861 0.41421 0.29429  -0.642
H7 0.30689 1.09981 -0.53728  0.305
H8 0.40651 0.99142 1.22877  0.307
C10 1.90360 -0.14291 0.16516  -0.755
C11 2.93546 0.96488 0.13382  0.336
O1 2.62374 2.13312 0.16661  -0.630
C12 4.36440 0.55222 0.06922  0.448
C13 4.78305 -0.76946 -0.08064  -0.241
C14 6.12929 -1.07591 -0.13308  -0.772
C15 7.06528 -0.05816 -0.03279  0.135
C16 6.67490 1.26350 0.11487  -0.491
C17 5.32809 1.55844 0.16276  -0.421
H9 4.99317 2.57868 0.27521  0.449
H10 7.41508 2.04502 0.18996  0.411
Br1 8.91634 -0.48661 -0.10076  -0.183
H11 6.45388 -2.09837 -0.25137  0.417
H12 4.06748 -1.57177 -0.16472  0.374
H13 2.12809 -0.80774 1.00371  0.505
H14 1.97885 -0.72223 -0.75829  0.440
H15 -1.78515 1.65046 -0.23904  0.308
H16 -4.20394 1.90577 -0.29613  0.338
H17 -6.60570 -0.66003 0.80862  0.349
H18 -6.40157 1.04621 0.38857  0.347

Output
energy = -91501.585 eV
SMILES string = CCc1ccc(NCCC(=O)c2ccc(Br)cc2)cc1
charge = 0
energy relative to the best compared isomer or geometry (same formula, charge and spin) = 0.612 eV

***

Record 6
# C11H19N3

A cluster of 2 separate species, C11H19N3 in total in a non-equilibrium geometry (ωB97M-V with the def2-TZVPD basis set, OMol25).

Each line ends with the Mulliken charge.
Atoms and positions in Å:
C1 -4.84579 -1.18075 0.58995  -0.313
C2 -4.62597 0.03371 1.29844  -0.588
C3 -3.99019 -1.58385 -0.46534  -0.518
C4 -3.55681 0.78987 0.87735  -0.353
C5 -3.05585 -0.73160 -0.98933  -0.355
C6 -2.81416 0.48334 -0.19423  0.683
C7 -2.10994 1.37015 -0.89644  0.402
C8 2.79752 2.50093 0.38632  -1.022
C9 3.41320 -2.76253 0.07621  -1.221
C10 1.63608 1.60561 0.66785  -0.386
C11 2.36885 -1.65936 0.34890  -0.057
N1 -1.39932 2.01069 -1.59271  -0.234
N2 1.49148 0.48531 -0.34516  -0.193
N3 2.57625 -0.44253 -0.49037  -0.100
H1 -5.58892 -1.89712 1.00982  0.372
H2 -5.28737 0.33988 2.04937  0.488
H3 -4.09350 -2.47705 -1.15405  0.319
H4 -3.25949 1.66663 1.43184  0.403
H5 -2.52560 -1.01371 -1.89178  0.376
H6 3.79054 1.85288 0.31491  0.256
H7 2.58693 3.06746 -0.64410  0.253
H8 3.02668 3.24085 1.13613  0.368
H9 3.69796 -2.79199 -0.96937  0.355
H10 4.37206 -2.68252 0.53677  0.382
H11 3.05892 -3.76148 0.46084  0.338
H12 0.96400 2.44472 0.62108  0.254
H13 1.63761 1.29781 1.70429  0.291
H14 2.30070 -1.31753 1.41888  0.283
H15 1.47859 -2.01873 -0.15304  0.251
H16 -1.31417 2.87033 -2.10155  0.314
H17 1.15654 0.78029 -1.23517  0.263
H18 3.42544 0.05518 -0.29702  0.274
H19 2.68773 -0.57486 -1.50926  0.414

Output
energy = -16165.601 eV
charge = +2
energy relative to the best compared isomer or geometry (same formula, charge and spin) = 0.935 eV